[1]
The following is a DFT calculation (ωB97M-V/def2-TZVPD) of a molecular structure, C34H46BIN9OS4W.

Lowest unoccupied orbital energy (alpha / beta) in eV: -3.10 / -4.17
<S²>: 2.04
Calculated total energy in eV: -105401.177
HOMO (alpha / beta) in eV: -9.2 / -9.3

ORCA input file:
```
! wB97M-V def2-TZVPD RIJCOSX def2/J DEFGRID3
* xyz 1 3
W -1.10 -1.09 -0.25
C 1.75 2.56 -3.57
C 2.16 3.60 -2.51
C 3.35 4.38 -3.06
C 1.04 4.61 -2.23
N 2.49 2.87 -1.23
C 3.76 2.59 -0.81
C 3.64 1.82 0.32
N 2.31 1.69 0.68
B 1.82 1.07 2.10
N 0.45 1.73 2.51
C 0.55 2.98 3.14
C -0.61 3.32 3.71
N -1.52 2.31 3.38
C -0.87 1.41 2.57
S -1.69 0.12 1.83
C -2.93 2.31 3.94
C -3.26 3.63 4.72
C -2.94 1.23 5.04
C -3.88 2.11 2.78
N 1.88 -0.54 2.18
C 2.48 -1.25 3.26
C 3.31 -2.19 2.79
N 3.30 -2.13 1.38
C 2.31 -1.26 1.05
S 1.60 -1.10 -0.45
C 4.18 -2.98 0.52
C 5.15 -2.06 -0.30
C 3.32 -3.78 -0.46
C 5.10 -3.86 1.39
C 1.58 2.33 -0.34
S -0.06 2.20 -0.57
H 1.52 3.09 -4.49
H 0.81 2.10 -3.26
H 2.45 1.78 -3.73
H 2.98 4.97 -3.96
H 4.13 3.72 -3.52
H 3.76 5.07 -2.32
H 0.98 5.24 -3.11
H 1.32 5.24 -1.41
H 0.06 4.16 -2.07
H 4.60 2.88 -1.43
H 4.37 1.35 0.98
H 2.71 1.49 2.79
H 1.55 3.44 3.17
H -0.94 4.16 4.31
H -2.57 3.83 5.55
H -4.32 3.61 5.05
H -3.17 4.48 4.06
H -2.11 1.32 5.73
H -2.82 0.25 4.57
H -3.92 1.24 5.52
H -3.50 2.56 1.87
H -4.82 2.55 3.11
H -4.00 1.04 2.52
H 2.21 -1.00 4.29
H 3.99 -2.86 3.30
H 4.56 -1.31 -0.81
H 5.72 -2.61 -1.09
H 5.86 -1.48 0.32
H 2.87 -3.05 -1.15
H 1.49 -4.11 0.18
H 3.97 -4.47 -1.04
H 5.71 -3.22 2.06
H 5.78 -4.42 0.77
H 4.52 -4.57 2.04
I -3.25 1.10 -1.09
C -4.47 -0.57 -0.39
C -5.73 -0.28 0.14
C -6.55 -1.36 0.50
C -6.20 -2.64 0.17
C -4.97 -2.93 -0.49
C -4.67 -4.18 -1.07
C -3.43 -4.37 -1.67
C -2.47 -3.37 -1.64
C -2.65 -2.19 -0.96
C -4.00 -1.88 -0.60
H -6.01 0.76 0.27
H -7.47 -1.26 1.09
H -6.85 -3.47 0.37
H -5.42 -4.97 -1.08
H -3.24 -5.33 -2.18
H -1.47 -3.54 -2.08
O 2.33 -4.61 0.16
S -0.83 -3.87 1.49
N -0.64 -2.58 0.67
C -1.76 -0.73 -5.27
N -0.50 -1.19 -4.63
C 0.54 -1.85 -5.40
C -0.38 -1.12 -3.34
N -0.60 -0.89 -2.18
H -1.57 0.11 -5.95
H -2.41 -0.36 -4.49
H -2.19 -1.54 -5.88
H 0.76 -1.28 -6.29
H 0.19 -2.84 -5.69
H 1.44 -1.89 -4.78
*
```

Mulliken analysis output, partial charges in e: W 0.112; C -1.512; C 1.279; C -2.001; C -1.711; N 0.376; C -0.645; C -0.770; N 0.325; B 0.690; N 0.290; C -1.211; C -0.561; N 0.402; C -0.005; S -0.089; C 1.242; C -2.006; C -1.534; C -1.306; N 0.656; C -1.202; C -0.475; N 0.756; C -0.465; S 0.083; C 1.339; C -1.531; C -0.978; C -2.113; C -0.353; S -0.155; H 0.515; H 0.192; H 0.408; H 0.434; H 0.449; H 0.463; H 0.546; H 0.426; H 0.304; H 0.463; H 0.639; H -0.215; H 0.570; H 0.524; H 0.455; H 0.436; H 0.535; H 0.362; H 0.317; H 0.476; H 0.260; H 0.461; H 0.298; H 0.574; H 0.568; H 0.329; H 0.375; H 0.373; H 0.306; H 0.195; H 0.529; H 0.493; H 0.409; H 0.455; I 0.249; C 0.118; C -0.519; C -0.783; C -0.830; C 0.441; C -0.809; C -0.711; C -0.441; C 0.755; C 0.578; H 0.502; H 0.360; H 0.432; H 0.396; H 0.379; H 0.339; O -0.564; S -0.063; N -0.367; C -0.856; N 0.125; C -0.975; C 0.596; N -0.071; H 0.318; H 0.248; H 0.328; H 0.326; H 0.331; H 0.320

---

[2]
The following is a DFT calculation (ωB97M-V/def2-TZVPD) of a molecular structure, C34H46MnN8S5.

Lowest unoccupied orbital energy (alpha / beta) in eV: 3.57 / 3.57
<S²>: 0.82
Calculated total energy in eV: -133421.300
HOMO (alpha / beta) in eV: -0.1 / -0.2

ORCA input file:
```
! wB97M-V def2-TZVPD RIJCOSX def2/J DEFGRID3
* xyz -2 2
Mn -0.21 0.45 0.53
N -0.22 -1.76 0.58
C -1.55 -2.11 0.91
C -1.84 -2.75 2.10
C -3.15 -3.03 2.46
C -4.18 -2.67 1.61
C -3.89 -2.03 0.41
C -2.58 -1.74 0.03
C -2.27 -1.02 -1.23
C -2.99 -1.36 -2.38
C -2.79 -0.69 -3.57
C -1.87 0.36 -3.59
C -1.17 0.68 -2.44
C -1.31 0.02 -1.21
H 0.44 -2.16 1.23
H 0.08 -2.02 -0.35
H -1.02 -3.05 2.76
H -3.36 -3.52 3.40
H -5.21 -2.87 1.88
H -4.69 -1.72 -0.25
H -3.69 -2.19 -2.33
H -3.34 -0.97 -4.46
H -1.71 0.92 -4.50
H -0.50 1.54 -2.51
C -0.62 -4.06 -2.28
S 0.58 -5.12 -1.44
C 2.01 -4.78 -2.40
C 2.73 -3.63 -2.36
S 2.48 -2.23 -1.41
S 4.09 -3.63 -3.48
C 3.90 -5.20 -4.17
S 4.91 -5.83 -5.33
S 2.53 -6.01 -3.54
H -1.52 -4.04 -1.66
H -0.87 -4.45 -3.27
H -0.23 -3.05 -2.37
C 2.97 4.29 -0.53
C 2.61 2.99 -1.25
C 1.76 3.32 -2.49
C 3.89 2.26 -1.67
N 1.91 2.18 -0.25
N 1.42 0.91 -0.70
H 3.48 4.98 -1.20
H 3.61 4.08 0.33
H 2.06 4.78 -0.16
H 2.31 3.97 -3.16
H 0.83 3.81 -2.20
H 1.51 2.42 -3.05
H 4.49 2.90 -2.32
H 3.66 1.34 -2.22
H 4.47 1.99 -0.79
H 1.10 2.66 0.12
H 2.18 0.24 -0.67
H 1.10 0.94 -1.67
C 0.81 2.51 3.91
C -0.67 2.32 4.27
C -1.07 0.85 4.37
C -1.57 3.14 3.37
C -2.25 4.19 3.97
C -3.07 5.06 3.26
C -3.19 4.83 1.90
C -2.54 3.80 1.24
C -2.79 3.68 -0.25
C -1.50 3.84 -1.06
C -3.57 2.41 -0.59
C -1.68 2.88 1.95
N -1.04 1.85 1.37
H 1.46 1.91 4.54
H 1.08 3.56 4.04
H 0.99 2.24 2.87
H -0.79 2.73 5.28
H -1.07 0.38 3.38
H -2.08 0.76 4.77
H -0.39 0.31 5.03
H -2.12 4.33 5.04
H -3.59 5.87 3.75
H -3.82 5.49 1.30
H -3.43 4.53 -0.52
H -0.78 3.08 -0.75
H -1.06 4.82 -0.87
H -1.68 3.72 -2.13
H -3.05 1.53 -0.21
H -3.69 2.29 -1.67
H -4.56 2.45 -0.13
N 1.39 -1.92 4.61
C 2.63 -1.42 4.51
N 3.56 -1.90 5.38
N 3.01 -0.52 3.65
C 2.12 -0.20 2.72
N 1.34 0.06 1.91
H 1.23 -2.79 5.10
H 0.69 -1.62 3.95
H 3.24 -2.29 6.25
H 4.43 -1.40 5.39
*
```

Mulliken analysis output, partial charges in e: Mn -0.530; N 0.723; C 0.966; C -0.787; C -0.722; C -0.886; C -0.802; C 0.034; C 2.004; C -0.391; C -1.161; C -1.110; C 0.548; C 0.237; H 0.473; H -0.813; H 0.337; H 0.371; H 0.377; H 0.458; H 0.400; H 0.311; H 0.362; H 0.015; C -0.290; S -0.194; C -0.079; C -0.071; S -0.221; S -0.096; C 0.074; S -0.362; S -0.137; H 0.092; H 0.474; H -0.116; C -1.847; C 1.808; C -1.434; C -1.896; N -0.142; N -0.722; H 0.422; H 0.387; H 0.358; H 0.540; H 0.238; H 0.361; H 0.487; H 0.318; H 0.363; H -0.065; H 0.125; H 0.504; C -1.026; C 0.647; C -1.183; C 0.608; C -0.815; C -1.329; C -0.674; C 0.438; C 0.517; C -1.477; C -1.347; C -0.482; N -0.106; H 0.328; H 0.393; H -0.215; H 0.454; H -0.276; H 0.392; H 0.345; H 0.253; H 0.300; H 0.279; H 0.593; H -0.109; H 0.462; H 0.456; H -0.201; H 0.338; H 0.496; N -0.268; C 0.503; N -0.472; N -0.757; C 0.520; N 0.408; H 0.244; H -0.006; H 0.211; H 0.265

---

Question: What is the formula in the second record?
Answer: C34H46MnN8S5

---

Question: Among the records above, which one has the lowest <S²>?
Answer: C34H46MnN8S5

---

Question: <S²> of number 1 (C34H46BIN9OS4W)?
Answer: 2.04

---

Question: What is the calculated total energy in the second record?
Answer: -133421.300 eV